Entry 1:
This record from OMol25 describes a molecular structure, C8H10Br3N2. The level of theory is the ωB97M-V functional and the def2-TZVPD basis.

ORCA input file:
```
! wB97M-V def2-TZVPD RIJCOSX def2/J DEFGRID3
* xyz 1 1
C 1.28 -1.94 -1.25
C -0.72 -0.55 0.13
C 0.23 0.01 -0.64
C -0.66 -2.04 0.35
C -1.19 1.82 -0.15
C 0.78 -2.45 0.06
C -1.71 0.38 0.63
C 1.24 2.08 0.29
N 1.14 -0.66 -1.49
N 0.20 1.48 -0.61
Br 1.92 -1.65 1.45
Br -1.61 0.64 2.65
Br -3.51 -0.09 0.17
H 1.95 -2.47 -1.91
H -0.91 -2.21 1.30
H -1.38 -2.53 -0.24
H -1.87 2.08 -0.97
H -1.25 2.80 0.46
H 0.90 -3.44 0.18
H 1.23 1.95 1.42
H 2.29 1.80 -0.23
H 1.18 3.18 0.03
H 0.47 1.79 -1.61
*
```

HOMO-LUMO gap = 8.84 eV
highest occupied orbital energy = -0.4885 hartree
energy relative to the best compared isomer or geometry (same formula, charge and spin) = 0.0 kJ/mol
lowest unoccupied orbital energy = -4.5 eV

=====

Entry 2:
This record from OMol25 describes a molecular structure, C8H10Br3N2. The level of theory is the ωB97M-V functional and the def2-TZVPD basis.

ORCA input file:
```
! wB97M-V def2-TZVPD RIJCOSX def2/J DEFGRID3
* xyz 1 1
C -1.40 0.95 -1.86
C 1.08 0.65 -0.58
C 0.09 -0.20 -0.57
C 0.88 1.90 -1.48
C 1.14 -1.40 1.29
C -0.58 2.24 -1.58
C 2.40 0.39 0.08
C -1.21 -1.05 1.35
N -1.04 -0.14 -1.36
N -0.01 -1.37 0.48
Br -1.23 2.97 0.09
Br 3.17 1.80 1.11
Br 3.69 -0.52 -1.00
H -2.37 1.08 -2.49
H 1.27 2.73 -0.81
H 1.34 1.86 -2.46
H 2.01 -2.06 1.01
H 1.13 -0.80 2.15
H -0.75 2.97 -2.26
H -2.09 -1.46 0.83
H -1.22 -1.51 2.39
H -1.51 0.02 1.48
H -0.13 -2.33 0.02
*
```

HOMO-LUMO gap (alpha / beta) = 8.44 / 7.91 eV
highest occupied orbital energy (alpha / beta) = -0.4770 / -0.4524 hartree
energy relative to the best compared isomer or geometry (same formula, charge and spin) = 241.8 kJ/mol
lowest unoccupied orbital energy (alpha / beta) = -4.5 / -4.4 eV

=====

Entry 3:
This record from OMol25 describes a single C8H10Br3N3O molecule. The level of theory is the ωB97M-V functional and the def2-TZVPD basis.

ORCA input file:
```
! wB97M-V def2-TZVPD RIJCOSX def2/J DEFGRID3
* xyz 0 1
O 1.99 -1.50 -0.32
Br -3.54 -2.04 3.23
Br -3.90 1.61 2.27
Br -2.54 1.97 -0.82
N -1.27 -1.34 1.45
C 1.20 -0.52 -0.31
C -2.47 -1.04 2.00
C -2.94 0.23 1.42
C -2.29 0.40 0.22
N 1.82 0.74 -0.19
N -1.22 -0.50 0.36
C 3.16 0.81 -0.79
C 1.23 1.81 0.63
C -0.59 -2.01 -1.49
C -0.24 -0.69 -0.73
H 3.48 -0.06 -1.43
H 3.92 1.03 -0.09
H 3.07 1.75 -1.28
H 0.20 1.48 0.92
H 1.76 1.98 1.54
H 1.27 2.62 -0.03
H 0.14 -2.16 -2.32
H -0.37 -2.79 -0.78
H -1.50 -1.84 -1.99
H -0.35 0.08 -1.46
*
```

HOMO-LUMO gap = 9.05 eV
highest occupied orbital energy = -0.3291 hartree
energy relative to the best compared isomer or geometry (same formula, charge and spin) = 199.8 kJ/mol
lowest unoccupied orbital energy = 0.1 eV
SMILES = C[C@H](C(=O)N(C)C)n1nc(Br)c(Br)c1Br

=====

Entry 4:
This record from OMol25 describes a molecular structure, C8H10BrCdFO3. The level of theory is the ωB97M-V functional and the def2-TZVPD basis.

ORCA input file:
```
! wB97M-V def2-TZVPD RIJCOSX def2/J DEFGRID3
* xyz 2 1
C -0.68 2.30 1.63
C -0.58 2.63 0.20
C -0.54 1.43 -0.90
C 0.81 0.58 -0.71
O 1.97 0.92 -1.55
C 2.91 -0.14 -1.16
O 4.14 -0.07 -1.34
O 2.20 -1.26 -0.53
C 0.82 -1.01 -0.95
Br 0.95 -1.41 -2.93
C -0.35 -1.93 -0.35
C -0.90 -1.48 1.09
F -2.10 -2.36 1.39
H -1.60 2.51 2.28
H 0.23 1.74 2.07
H -0.48 3.74 -0.07
H -0.55 1.87 -1.97
H -1.50 0.81 -0.71
H 1.26 0.78 0.34
H -1.23 -2.08 -1.10
H 0.10 -2.99 -0.21
H -0.11 -1.79 1.88
H -1.20 -0.38 1.16
Cd -3.58 -2.43 2.45
*
```

HOMO-LUMO gap = 2.45 eV
highest occupied orbital energy = -0.5504 hartree
lowest unoccupied orbital energy = -12.5 eV

=====

Entry 5:
This record from OMol25 describes a molecular structure, C8H10BrClOSi. The level of theory is the ωB97M-V functional and the def2-TZVPD basis.

ORCA input file:
```
! wB97M-V def2-TZVPD RIJCOSX def2/J DEFGRID3
* xyz 0 1
C -1.20 3.77 0.16
C -1.10 3.29 -1.14
C -1.69 2.95 1.16
C -1.47 1.99 -1.42
C -2.08 1.65 0.87
C -1.96 1.15 -0.42
C 3.51 -3.61 0.04
C 2.24 -2.85 0.48
O 1.84 -1.96 -0.46
Si -2.13 -0.70 -0.75
Cl -0.32 -1.59 -0.89
Br -3.75 -1.40 0.58
H -0.90 4.78 0.39
H -0.72 3.93 -1.92
H -1.76 3.31 2.18
H -1.37 1.61 -2.43
H -2.46 1.02 1.66
H 3.86 -4.22 0.86
H 3.29 -4.24 -0.83
H 4.28 -2.89 -0.24
H 2.45 -2.34 1.45
H 1.46 -3.61 0.67
*
```

HOMO-LUMO gap (alpha / beta) = 8.87 / 6.13 eV
highest occupied orbital energy (alpha / beta) = -0.3574 / -0.2764 hartree
energy relative to the best compared isomer or geometry (same formula, charge and spin) = 213.7 kJ/mol
lowest unoccupied orbital energy (alpha / beta) = -0.9 / -1.4 eV

=====

Entry 6:
This record from OMol25 describes a single C8H10BrN3O3 molecule. The level of theory is the ωB97M-V functional and the def2-TZVPD basis.

ORCA input file:
```
! wB97M-V def2-TZVPD RIJCOSX def2/J DEFGRID3
* xyz 0 1
C 0.81 0.66 -3.46
C 0.31 1.86 -3.87
C 0.40 -0.03 -2.23
C -0.71 2.59 -3.03
C -0.13 -0.81 0.58
C 1.27 -0.54 -1.34
C 1.31 -0.97 2.52
C -0.01 -1.50 1.95
N -1.13 2.25 -1.85
N 0.95 -1.23 -0.19
N -2.10 2.82 -1.02
O -0.93 0.05 0.27
O -1.63 3.37 -0.04
O -3.27 2.65 -1.18
Br 3.06 -0.62 -1.75
H 1.74 0.37 -4.01
H 0.70 2.58 -4.56
H -0.66 -0.01 -2.14
H -1.10 3.60 -3.37
H 2.11 -1.81 2.32
H 1.31 0.05 2.07
H 1.19 -0.89 3.63
H -0.90 -1.17 2.40
H 0.14 -2.59 2.00
H 1.71 -1.76 0.08
*
```

HOMO-LUMO gap = 8.17 eV
highest occupied orbital energy = -0.3216 hartree
energy relative to the best compared isomer or geometry (same formula, charge and spin) = 231.4 kJ/mol
lowest unoccupied orbital energy = -0.6 eV
SMILES = CCC(=O)N/C(Br)=C/C=C\C=N\[N+](=O)[O-]

=====

Entry 7:
This record from OMol25 describes a single C8H10ClNOSi molecule. The level of theory is the ωB97M-V functional and the def2-TZVPD basis.

ORCA input file:
```
! wB97M-V def2-TZVPD RIJCOSX def2/J DEFGRID3
* xyz 0 1
C 3.02 0.62 -0.95
C -3.84 0.35 1.84
C 1.97 0.90 -0.48
C -2.63 0.36 1.86
C 0.57 0.83 -0.15
C -0.29 1.49 -1.27
C 1.03 -1.38 -1.29
C -0.22 -1.31 0.82
N 0.14 -0.54 -0.39
O 0.14 1.26 1.12
Si -0.77 0.09 1.92
Cl 0.12 0.14 3.75
H 3.84 0.28 -1.53
H -4.87 0.48 1.91
H -0.29 2.62 -1.15
H 0.03 1.21 -2.20
H -1.32 1.18 -1.09
H 0.41 -2.25 -1.50
H 1.34 -0.85 -2.14
H 1.94 -1.76 -0.81
H 0.70 -1.88 1.25
H -1.02 -1.86 0.48
*
```

HOMO-LUMO gap = 9.47 eV
highest occupied orbital energy = -0.3210 hartree
energy relative to the best compared isomer or geometry (same formula, charge and spin) = 279.4 kJ/mol
lowest unoccupied orbital energy = 0.7 eV
SMILES = C#C[C@]1(C)O[Si@@](Cl)(C#C)CN1C

=====

Entry 8:
This record from OMol25 describes 2 unconnected molecules or ions with the total composition C8H10ClPS2. The level of theory is the ωB97M-V functional and the def2-TZVPD basis.

ORCA input file:
```
! wB97M-V def2-TZVPD RIJCOSX def2/J DEFGRID3
* xyz 0 1
C -1.09 2.26 0.14
C -0.45 2.07 -1.10
C -0.62 1.62 1.25
C 0.74 1.41 -1.14
C 0.47 0.76 1.14
C 1.21 0.74 -0.01
C -1.37 -1.77 0.47
C -0.79 -2.50 -0.73
P 2.52 -0.54 -0.12
S 3.69 -0.29 -1.66
S 0.51 -3.69 -0.14
Cl 3.51 -0.11 1.54
H -2.11 2.75 0.19
H -0.73 2.69 -1.95
H -1.15 1.82 2.19
H 1.45 1.38 -1.96
H 0.90 0.33 2.06
H -2.18 -2.17 1.08
H -0.75 -1.09 1.12
H -1.95 -0.97 0.04
H -0.16 -1.76 -1.14
H -1.66 -2.93 -1.26
*
```

HOMO-LUMO gap (alpha / beta) = 6.87 / 6.58 eV
highest occupied orbital energy (alpha / beta) = -0.3370 / -0.3087 hartree
energy relative to the best compared isomer or geometry (same formula, charge and spin) = 209.5 kJ/mol
lowest unoccupied orbital energy (alpha / beta) = -2.3 / -1.8 eV

=====

Entry 9:
This record from OMol25 describes a molecular structure, C8H10ErF5N4OSTe. The level of theory is the ωB97M-V functional and the def2-TZVPD basis.

ORCA input file:
```
! wB97M-V def2-TZVPD RIJCOSX def2/J DEFGRID3
* xyz 2 4
Er -0.64 0.64 -1.40
C 0.00 -0.41 3.27
C -0.04 -0.25 1.79
N -0.92 0.40 1.11
N -1.96 1.00 1.76
C -2.92 1.67 1.07
N -3.91 2.18 1.78
S -2.90 1.88 -0.62
C 1.02 -0.93 0.99
C 2.10 -1.55 1.59
C 3.04 -2.20 0.79
C 2.85 -2.22 -0.58
C 1.74 -1.58 -1.10
N 0.85 -0.93 -0.35
H -0.83 0.05 3.81
H 0.91 0.03 3.66
H 0.01 -1.47 3.53
H -2.03 0.90 2.76
H -3.99 2.09 2.78
H -4.63 2.69 1.30
H 2.22 -1.54 2.66
H 3.89 -2.68 1.25
H 3.55 -2.73 -1.23
H 1.56 -1.59 -2.17
F -1.02 0.94 -5.63
Te 0.10 0.83 -4.23
F 1.19 1.09 -2.55
F 1.01 2.28 -4.81
F -0.92 2.09 -3.15
F 1.43 -0.25 -4.83
O -0.77 -0.43 -3.25
*
```

HOMO-LUMO gap (alpha / beta) = 8.37 / 8.39 eV
highest occupied orbital energy (alpha / beta) = -0.6011 / -0.6010 hartree
lowest unoccupied orbital energy (alpha / beta) = -8.0 / -8.0 eV
⟨S²⟩ = 3.75

=====

How do the records compare in strongest force on any atom? In the order shown, they have 4.06; 4.08; 4.65; 6.97; 1.73; 3.59; 5.06; 2.92; 2.55 eV Å⁻¹.